Entry 1:
Formula: C6H26O9
Source: the OMol25 dataset
Level of theory: ωB97M-V/def2-TZVPD

Its LUMO energy is 0.14 eV. The calculation puts the HOMO energy at -10.68 eV. For the frontier orbital gap, the calculation gives 0.3979 Eh.

Each line ends with the Mulliken charge.
CARTESIAN COORDINATES (ANGSTROEM)
1 H 3.7176 0.0329 -0.4255  0.3714
2 O -1.3381 0.8276 -3.0187  -0.6070
3 H 0.5124 -0.3053 -3.6221  0.3245
4 H -2.3152 -0.5077 0.1693  0.3422
5 H 2.2080 0.2657 -2.3184  0.4632
6 H -3.4243 -1.3654 0.2882  0.3859
7 C 0.8477 0.1652 1.4561  0.0122
8 H 3.0531 1.2017 0.5583  0.3856
9 H 2.4712 1.8064 -1.8180  0.3962
10 O -1.8719 2.5204 2.1507  -0.6108
11 C 2.6933 0.4185 -0.1410  -0.9934
12 H -1.7541 1.6530 2.4360  0.2148
13 H 2.2288 -1.8304 2.3457  0.4766
14 C 1.9482 -0.6236 0.7346  0.8774
15 H 1.1761 0.9314 2.1180  0.5425
16 O 0.2060 -2.0975 2.0425  -0.5940
17 H 1.5497 -1.4057 0.0520  0.1707
18 O 0.0218 -0.8862 -4.2724  -0.6659
19 H -1.2299 1.2087 -2.2304  0.3191
20 H -3.1925 0.2572 1.4051  0.3006
21 C 2.0505 0.8585 -1.4783  -1.0251
22 H -1.2422 -0.7925 -2.1202  0.3711
23 H -1.1153 2.9721 2.6513  0.3483
24 O -0.8864 -1.1035 -1.2482  -0.4388
25 H -0.8069 -0.3532 -4.4652  0.3374
26 C 0.0521 -0.8915 2.1474  0.4963
27 H -2.0985 1.2737 -3.4006  0.2628
28 H 0.8541 1.1607 -1.4008  0.0711
29 H -1.3471 1.6010 -0.0126  0.2115
30 H 3.3375 -0.6704 2.6217  0.2752
31 O -2.6942 0.2117 0.5920  -0.6928
32 H 0.2306 0.5219 0.6633  -0.5079
33 O -0.5300 -0.3338 3.2279  -0.4748
34 C 2.9328 -1.3360 1.7618  -1.4086
35 H -0.8769 -2.0704 -1.3168  0.2107
36 H -1.2129 -0.8011 3.6606  0.3783
37 H -0.2828 2.6611 -0.5913  0.2688
38 H 3.7056 -2.1421 1.2334  0.2809
39 O -1.0417 2.0808 -0.7182  -0.7321
40 H -2.9655 -2.7692 -0.1226  0.2813
41 O -3.5707 -2.3448 0.4051  -0.6256

=====

Entry 2:
Formula: C5H6O2
Source: the OMol25 dataset
Level of theory: ωB97M-V/def2-TZVPD

Its LUMO energy is -0.28 eV. The calculation puts the HOMO energy at -9.45 eV. For the frontier orbital gap, the calculation gives 0.3368 Eh.

Each line ends with the Mulliken charge.
CARTESIAN COORDINATES (ANGSTROEM)
1 C -0.6440 -1.1517 1.1035  0.5239
2 H 1.8118 0.3802 0.3402  0.2809
3 O 0.0257 0.0027 1.2995  -0.3633
4 H 0.8547 2.0389 -1.2621  0.3608
5 H -1.1166 -0.9784 -1.0164  0.2386
6 H -0.7781 1.7191 -0.6358  0.3151
7 C 0.7428 0.3592 0.0909  0.6087
8 C -0.4075 -1.5506 -0.3533  -0.2525
9 C 0.2871 1.7364 -0.3800  -1.1761
10 C 0.6237 -0.7129 -0.9402  -0.7365
11 O -1.2809 -1.7100 1.9524  -0.5494
12 H 0.4335 2.4696 0.4172  0.3135
13 H -0.5522 -2.6025 -0.6158  0.4364

=====

Entry 3:
Formula: C3H6N2O
Source: the OMol25 dataset
Level of theory: ωB97M-V/def2-TZVPD

Its LUMO energy is 0.75 eV. The calculation puts the HOMO energy at -9.60 eV. For the frontier orbital gap, the calculation gives 0.3805 Eh.

Each line ends with the Mulliken charge.
CARTESIAN COORDINATES (ANGSTROEM)
1 O -2.1471 2.1774 0.8979  -0.4863
2 C -0.6455 0.2549 0.0441  0.3537
3 C -1.9370 1.1293 0.3536  0.1386
4 H 1.4611 -1.5887 0.3724  0.3161
5 H 1.0493 1.2010 0.7829  0.2334
6 N -1.2014 -0.7349 -0.5568  -0.5859
7 C 1.6520 -0.6222 -0.1157  -0.9543
8 H -2.6049 0.3713 -0.1397  0.3320
9 H 1.6475 -0.7878 -1.2022  0.3130
10 H 2.6624 -0.3088 0.1623  0.2940
11 N 0.6920 0.4002 0.2888  -0.1685
12 H -0.6285 -1.4918 -0.8875  0.2142

=====

Entry 4:
Formula: C15H19ClOW
Source: the OMol25 dataset
Level of theory: ωB97M-V/def2-TZVPD

As for the multiplicity: 3. Its LUMO energy (alpha / beta) is -8.79 / -8.73 eV. The total charge is +2. The calculation puts the HOMO energy (alpha / beta) at -15.22 / -16.72 eV. For the frontier orbital gap (alpha / beta), the calculation gives 0.2365 / 0.2939 Eh.

Each line ends with the Mulliken charge.
CARTESIAN COORDINATES (ANGSTROEM)
1 C -0.9184 1.6746 -3.5686  -1.3009
2 H 0.0053 -0.6594 -4.8711  0.4120
3 H 0.8614 -2.1708 -0.2045  0.4711
4 H -0.8907 1.8567 -4.6472  0.4476
5 C -2.0155 0.8227 1.0324  -0.1135
6 C 0.4429 1.1619 4.3425  0.1319
7 H -1.0362 -1.0946 -3.4966  0.3613
8 H 1.7451 1.4014 -4.5007  0.4419
9 H 0.4204 -3.1261 2.2489  0.5911
10 H 2.3590 0.4771 -3.1163  0.3514
11 H -2.0934 2.0936 2.8942  0.4440
12 W 0.1056 -0.0815 1.6158  1.1946
13 C -1.9328 -0.6197 0.8722  -0.4290
14 C 0.9120 -2.2023 2.0441  -0.8336
15 C 1.1160 -1.6809 0.7192  -0.2411
16 H -0.7760 2.6438 -3.0616  0.3623
17 C 0.1850 0.6784 -3.1361  0.8231
18 C 1.5914 -1.4076 2.9605  -0.3571
19 C 2.2245 -0.3328 2.2531  -0.4651
20 H -1.9134 1.2596 -3.3268  0.3561
21 H 1.7634 2.1736 -2.9020  0.3581
22 C -1.9396 -1.2101 2.1950  -0.8019
23 H -2.0999 1.5619 0.2511  0.5047
24 C 1.6000 1.2179 -3.4284  -1.2933
25 O 0.5274 1.6126 5.3414  -0.0604
26 H -2.0082 -2.2543 2.3887  0.5778
27 H 0.7491 -1.4071 -3.4412  0.3695
28 C -1.9681 -0.1399 3.1438  -0.4380
29 C -2.0229 1.1063 2.4597  -0.5367
30 Cl 0.0473 0.4688 -0.9661  -0.3104
31 H -2.0898 -0.2578 4.2082  0.5420
32 H 1.7113 -1.5819 4.0289  0.5085
33 C 2.0054 -0.5351 0.8351  -0.3443
34 C -0.0398 -0.7107 -3.7744  -1.2656
35 H 2.9244 0.3833 2.6510  0.4957
36 H -2.0176 -1.1393 -0.0665  0.5492
37 H 2.4655 0.0178 0.0223  0.4970

=====

Entry 5:
Formula: C9H13NO
Source: the OMol25 dataset
Level of theory: ωB97M-V/def2-TZVPD

Its LUMO energy is 0.71 eV. The calculation puts the HOMO energy at -9.30 eV. For the frontier orbital gap, the calculation gives 0.3676 Eh.

Each line ends with the Mulliken charge.
CARTESIAN COORDINATES (ANGSTROEM)
1 C -1.6570 -0.5420 1.1890  -0.6812
2 N -0.1363 0.6555 -0.9159  0.0787
3 H 0.4982 -2.9288 -0.0022  0.1938
4 C 1.8468 1.6365 -1.0720  -0.7413
5 H 2.0398 2.5792 -0.3959  0.2160
6 C 0.1489 -2.1184 0.7884  -0.1124
7 H 0.4412 0.2397 -0.2445  0.0842
8 H 2.0697 -1.6536 1.0010  0.5763
9 C 0.7566 -0.2504 1.7858  -0.3937
10 H -0.7137 1.0021 2.4514  0.3778
11 C -1.5068 0.1772 -1.2375  -0.8815
12 H -1.6714 -0.9355 -1.4527  0.2379
13 H 1.9950 0.8141 -0.3685  0.0871
14 H -2.7270 -0.1206 0.6738  0.3970
15 O 0.1609 2.0680 -2.7542  -0.6209
16 H 1.4250 0.4082 2.3840  0.2445
17 H -2.1413 0.4779 -0.3473  0.1508
18 H -1.5570 0.8657 -2.1777  0.3580
19 C 0.4805 1.5473 -1.7278  0.6876
20 H -1.8451 -2.6529 0.3490  0.4630
21 C -1.2489 -1.8460 0.7529  -0.3313
22 C -0.6068 0.0902 1.9159  -0.1965
23 C 1.1621 -1.3155 1.1720  -0.5011
24 H 2.7865 1.8020 -1.7671  0.3073

=====

Entry 6:
Formula: C2HN3O3
Source: the OMol25 dataset
Level of theory: ωB97M-V/def2-TZVPD

Its LUMO energy is -1.57 eV. The calculation puts the HOMO energy at -11.42 eV. For the frontier orbital gap, the calculation gives 0.3617 Eh.

Each line ends with the Mulliken charge.
CARTESIAN COORDINATES (ANGSTROEM)
1 N 1.1488 -0.0296 1.4107  0.0340
2 N -1.9858 -0.2786 0.7984  -0.5782
3 H -2.4584 0.0876 -0.0178  0.2756
4 O 1.3552 1.1399 0.0987  -0.3587
5 O 1.5431 0.5423 -2.1349  -0.2764
6 C 1.0616 0.2813 -1.1329  0.5115
7 O -0.2725 -0.3307 -0.8967  -0.2796
8 N 0.2726 -0.8733 1.4182  -0.0266
9 C -0.6646 -0.5389 0.4562  0.6984